(1)
Formula: C4H6ClN2P
Source: the Open Molecules 2025 dataset
Level of theory: the ωB97M-V functional and the def2-TZVPD basis

Structure (ORCA input):
```
! RIJCOSX wB97M-V def2-TZVPD def2/J DEFGRID3
* xyz 0 1
C -1.169 -0.575 0.176
C -2.146 0.349 -0.112
C -1.219 -2.059 0.264
C 0.990 2.202 0.225
N -0.013 0.049 0.219
N -0.188 1.365 0.080
P -1.687 2.006 -0.195
Cl -4.466 -0.319 -0.162
H -0.460 -2.557 1.065
H -0.676 -2.296 -0.603
H -2.178 -2.495 0.415
H 1.627 1.848 1.083
H 1.583 2.323 -0.676
H 0.478 3.195 0.348
*
```

The total energy comes out at -1066.95797 Ha. Its HOMO-LUMO gap is 8.61 eV. The highest occupied orbital energy comes out at -9.72 eV. The value obtained for the energy relative to the best compared isomer or geometry (same formula, charge and spin) is 231.4 kJ/mol.

Here are the natural (NBO) charges for atoms 1 to 8, given in e: 0.007, -0.202, -0.632, -0.400, -0.231, -0.458, 0.832, -0.284

***

(2)
Formula: C4H6ClNO
Source: the Open Molecules 2025 dataset
Level of theory: the ωB97M-V functional and the def2-TZVPD basis

Structure (ORCA input):
```
! RIJCOSX wB97M-V def2-TZVPD def2/J DEFGRID3
* xyz 0 1
C 1.157 0.151 0.349
C 0.546 1.471 -0.188
C -0.167 -0.124 0.987
C -0.520 -1.488 -0.854
N -0.707 1.184 0.688
O 2.263 -0.320 0.312
Cl -0.712 -1.068 2.273
H 1.074 2.400 0.317
H 0.541 1.484 -1.219
H 0.188 -2.173 -0.591
H -0.592 -1.194 -1.863
H -1.452 -1.675 -0.478
H -1.619 1.352 0.269
*
```

The total energy comes out at -746.05315 Ha. Its HOMO-LUMO gap (spin up / spin down) is 8.31 / 8.31 eV. The highest occupied orbital energy (spin up / spin down) comes out at -8.41 / -8.42 eV. The value obtained for the energy relative to the best compared isomer or geometry (same formula, charge and spin) is 457.1 kJ/mol.

Here are the natural (NBO) charges for atoms 1 to 8, given in e: 0.518, -0.318, 0.040, -0.563, -0.611, -0.537, 0.086, 0.224

***

(3)
Formula: C4H6ClNO2
Source: the Open Molecules 2025 dataset
Level of theory: the ωB97M-V functional and the def2-TZVPD basis

Structure (ORCA input):
```
! RIJCOSX wB97M-V def2-TZVPD def2/J DEFGRID3
* xyz 0 1
O -2.046 1.185 0.021
C -0.934 0.722 -0.208
C 0.288 1.211 0.084
C 1.209 0.057 -0.555
Cl 2.831 -0.038 -0.031
C 0.493 -0.995 0.199
N -0.840 -0.590 -0.291
O -2.074 -1.272 -0.116
H 0.533 1.048 1.190
H 0.633 2.275 -0.274
H 1.111 -0.012 -1.691
H 0.589 -2.153 0.089
H 0.765 -0.963 1.349
H -2.558 -0.474 0.234
*
```

The total energy comes out at -821.32916 Ha. Its HOMO-LUMO gap is 10.52 eV. The highest occupied orbital energy comes out at -9.73 eV. The value obtained for the energy relative to the best compared isomer or geometry (same formula, charge and spin) is 376.5 kJ/mol.

Here are the natural (NBO) charges for atoms 1 to 8, given in e: -0.625, 0.564, -0.476, -0.249, 0.003, -0.262, -0.124, -0.527

***

(4)
Formula: C4H6ClNOS
Source: the Open Molecules 2025 dataset
Level of theory: the ωB97M-V functional and the def2-TZVPD basis

Structure (ORCA input):
```
! RIJCOSX wB97M-V def2-TZVPD def2/J DEFGRID3
* xyz 0 1
C 0.972 -1.491 -0.314
C 1.859 -0.680 0.192
C -0.485 -0.909 -0.003
C -1.583 1.242 0.075
N -0.348 0.457 0.010
O 1.652 2.062 -0.337
S 1.118 1.092 0.580
Cl 3.574 -0.871 0.132
H 1.022 -2.523 -0.381
H -1.129 -1.134 -0.881
H -0.937 -1.484 0.813
H -1.571 1.947 -0.734
H -2.295 0.496 -0.079
H -1.849 1.795 0.926
*
```

The total energy comes out at -1144.28849 Ha. Its HOMO-LUMO gap is 9.58 eV. The highest occupied orbital energy comes out at -8.94 eV. The value obtained for the energy relative to the best compared isomer or geometry (same formula, charge and spin) is 314.8 kJ/mol.

Here are the natural (NBO) charges for atoms 1 to 8, given in e: -0.213, -0.243, -0.220, -0.405, -0.664, -0.924, 1.419, 0.041

***

- What is the energy relative to the best compared isomer or geometry (same formula, charge and spin) in the fourth record?
  314.8 kJ/mol

***

- Which formula does entry 4 have?
  C4H6ClNOS